Record 1
A structure of composition C51H45F3N2O2SbSeSiTeTi, computed with the ωB97M-V functional and the def2-TZVPD basis.

```
! wB97M-V def2-TZVPD RIJCOSX def2/J DEFGRID3
* xyz 1 1
Ti -1.258 -0.677 -0.293
C 4.485 0.339 3.844
C 3.449 0.138 2.768
C 3.686 0.530 1.456
C 2.737 0.360 0.453
C 2.880 0.944 -0.921
O 1.967 1.607 -1.380
C 4.136 0.734 -1.684
C 4.411 1.577 -2.761
C 5.551 1.387 -3.520
C 6.417 0.341 -3.218
C 6.143 -0.510 -2.157
C 5.008 -0.311 -1.386
C 1.528 -0.248 0.773
O 0.607 -0.507 -0.165
C 1.255 -0.608 2.101
C 2.214 -0.429 3.081
C -0.128 -1.143 2.209
N -1.149 -0.392 1.915
C -1.011 1.073 1.961
C -0.980 1.611 3.385
Te -2.561 0.911 4.670
C -1.481 -0.764 5.382
C -2.020 -2.041 5.270
C -1.321 -3.142 5.749
C -0.075 -2.976 6.336
C 0.460 -1.701 6.464
C -0.244 -0.598 6.000
C -0.356 -2.582 2.370
C 0.721 -3.452 2.563
C 0.496 -4.808 2.729
C -0.799 -5.306 2.687
C -1.877 -4.447 2.498
C -1.662 -3.089 2.353
H 5.394 0.779 3.439
H 4.751 -0.609 4.315
H 4.111 1.000 4.627
H 4.630 1.003 1.209
H 3.718 2.378 -2.985
H 5.770 2.048 -4.347
H 7.308 0.190 -3.813
H 6.815 -1.327 -1.930
H 4.791 -0.979 -0.561
H 1.995 -0.721 4.101
H -1.888 1.480 1.448
H -0.117 1.423 1.433
H -1.039 2.699 3.359
H -0.045 1.346 3.877
H -2.986 -2.179 4.798
H -1.751 -4.131 5.657
H 0.469 -3.834 6.708
H 1.418 -1.561 6.951
H 0.162 0.397 6.144
H 1.730 -3.064 2.577
H 1.331 -5.478 2.884
H -0.972 -6.367 2.812
H -2.886 -4.837 2.482
H -2.495 -2.404 2.251
F 0.300 7.127 0.721
C -0.030 5.955 0.166
C 0.710 5.492 -0.906
C 0.362 4.280 -1.480
C -0.716 3.553 -0.986
C -1.435 4.037 0.104
C -1.098 5.249 0.687
Sb -1.217 1.711 -1.891
C -0.228 1.780 -3.749
C -0.541 2.791 -4.655
C 0.088 2.846 -5.889
C 1.027 1.878 -6.193
F 1.636 1.924 -7.385
C 1.368 0.869 -5.312
C 0.735 0.830 -4.079
C -3.222 1.899 -2.561
C -3.573 1.533 -3.857
C -4.904 1.510 -4.248
C -5.870 1.853 -3.324
F -7.157 1.830 -3.696
C -5.559 2.215 -2.027
C -4.226 2.230 -1.651
H 1.542 6.077 -1.274
H 0.944 3.899 -2.311
H -2.272 3.481 0.511
H -1.647 5.651 1.528
H -1.283 3.542 -4.406
H -0.138 3.619 -6.611
H 2.120 0.144 -5.591
H 1.020 0.073 -3.358
H -2.812 1.264 -4.579
H -5.197 1.233 -5.252
H -6.350 2.464 -1.333
H -3.983 2.491 -0.628
C 0.331 -3.853 -1.169
Si -1.246 -2.917 -1.529
C -2.784 -3.899 -1.127
C -1.307 -2.267 -3.292
H 0.363 -4.772 -1.761
H 0.387 -4.134 -0.115
H 1.210 -3.256 -1.419
H -2.704 -4.902 -1.556
H -3.666 -3.415 -1.550
H -2.935 -4.004 -0.054
H -1.535 -3.112 -3.950
H -0.362 -1.839 -3.627
H -2.101 -1.528 -3.440
Se -5.898 -0.997 1.007
C -4.335 -0.817 0.303
N -3.255 -0.692 -0.179
*
```

Output
HOMO-LUMO gap   6.31 eV
Energy above the lowest of the compared OMol25 structures with the same formula, charge and spin   0.949 eV
Lowest unoccupied orbital energy   -3.78 eV
F_max   0.74 eV/A

=====

Record 2
A structure of composition C11H9CaNO4S in a non-equilibrium geometry, computed with the ωB97M-V functional and the def2-TZVPD basis.

```
! wB97M-V def2-TZVPD RIJCOSX def2/J DEFGRID3
* xyz 2 1
Ca -0.046 -0.435 -1.091
C -1.730 -1.036 -0.545
O -2.770 -1.407 -0.208
C -0.456 -1.169 -2.798
O -0.734 -1.623 -3.820
C 0.740 -2.090 -0.567
O 1.195 -3.099 -0.243
C -0.790 1.234 -1.627
O -1.262 2.237 -1.945
C 4.617 1.433 -2.168
H 4.483 2.490 -1.966
H 5.222 0.884 -1.454
C 4.388 0.924 -3.433
H 4.811 -0.030 -3.728
H 4.071 1.576 -4.240
S 0.804 0.713 1.244
C -0.623 0.340 1.951
N -0.777 -0.851 2.604
C -1.967 -1.208 3.163
C -3.069 -0.354 3.078
C -2.937 0.867 2.417
C -1.710 1.221 1.849
H 0.026 -1.515 2.675
H -2.065 -2.159 3.672
H -4.019 -0.640 3.514
H -3.786 1.534 2.337
H -1.616 2.165 1.326
*
```

Output
HOMO-LUMO gap   4.39 eV
Energy above the lowest of the compared OMol25 structures with the same formula, charge and spin   11.490 eV
Lowest unoccupied orbital energy   -10.29 eV
F_max   17.50 eV/A

=====

Record 3
A cluster of 2 separate species, C2H9N2S2 in total in a non-equilibrium geometry, computed with the ωB97M-V functional and the def2-TZVPD basis.

```
! wB97M-V def2-TZVPD RIJCOSX def2/J DEFGRID3
* xyz 1 1
C -0.038 0.988 -1.609
C 0.091 0.193 -0.351
N 1.283 -0.056 0.260
N -1.413 1.255 -1.748
S -1.374 -0.267 0.358
S 0.828 -1.947 2.550
H 0.199 0.306 -2.500
H 0.744 1.631 -1.684
H 1.422 -0.784 1.040
H 2.050 0.433 -0.105
H -1.701 1.235 -2.650
H -1.805 2.206 -1.352
H -0.057 -3.039 2.911
H -0.693 -0.848 1.321
H 0.463 -1.305 3.558
*
```

Output
HOMO-LUMO gap   9.63 eV
Energy above the lowest of the compared OMol25 structures with the same formula, charge and spin   2.122 eV
Lowest unoccupied orbital energy   -4.26 eV
F_max   5.37 eV/A

=====

Record 4
The molecule C5H3NO, computed with the ωB97M-V functional and the def2-TZVPD basis.

```
! wB97M-V def2-TZVPD RIJCOSX def2/J DEFGRID3
* xyz 0 1
C -2.162 0.849 0.988
C -1.152 0.439 0.474
C 0.026 -0.089 -0.141
C 1.164 0.609 -0.193
N 2.174 1.250 -0.358
C 0.052 -1.449 -0.729
O 1.035 -1.957 -1.221
H -3.054 1.218 1.444
H 2.926 1.213 0.325
H -0.920 -1.975 -0.675
*
```

Output
HOMO-LUMO gap   9.38 eV
Energy above the lowest of the compared OMol25 structures with the same formula, charge and spin   2.303 eV
Lowest unoccupied orbital energy   0.29 eV
SMILES   C#CC(=C=N)C=O
F_max   0.82 eV/A